(P)
{
  "formula": "C15H20ClNO4S",
  "method": "ωB97M-V with the def2-TZVPD basis set",
  "e_lumo_ev": 0.7230,
  "e_homo_ha": -0.3436,
  "orbital_gap_ev": 10.0741,
  "smiles": "CCCS(=O)(=O)N1CCC[C@H](C(=O)Oc2ccccc2Cl)C1",
  "elements": ["C", "C", "C", "S", "O", "O", "N", "C", "C", "C", "C", "C", "O", "O", "C", "C", "C", "C", "C", "C", "Cl", "C", "H", "H", "H", "H", "H", "H", "H", "H", "H", "H", "H", "H", "H", "H", "H", "H", "H", "H", "H", "H"],
  "coordinates": [[5.66033, 1.71767, -0.90590], [5.38923, 0.22989, -0.72427], [3.90199, -0.06655, -0.71547], [3.15864, 0.61141, 0.81170], [2.83115, 1.99173, 0.61104], [3.99197, 0.25654, 1.92160], [1.72045, -0.19401, 1.00979], [1.75906, -1.56294, 1.45842], [0.44607, -1.88758, 2.16798], [-0.72738, -1.63492, 1.22492], [-0.68611, -0.18228, 0.72092], [-1.80518, 0.00915, -0.27898], [-1.70659, -0.11639, -1.46831], [-2.94757, 0.28640, 0.37056], [-4.13963, 0.44276, -0.31837], [-4.25448, 1.22993, -1.45361], [-5.48725, 1.37739, -2.06604], [-6.60582, 0.74911, -1.54720], [-6.50064, -0.03495, -0.41099], [-5.26863, -0.19129, 0.19992], [-5.11099, -1.17265, 1.60868], [0.67088, 0.09676, 0.06921], [5.15329, 2.28295, -0.12930], [5.29615, 2.05806, -1.87305], [6.72710, 1.91832, -0.84811], [5.80122, -0.10231, 0.23044], [5.87153, -0.33886, -1.52427], [3.37916, 0.40275, -1.54355], [3.70456, -1.13503, -0.69055], [2.60876, -1.64805, 2.13598], [1.89835, -2.25440, 0.61108], [0.35369, -1.24893, 3.04651], [0.45031, -2.92895, 2.49156], [-1.67285, -1.81891, 1.73739], [-0.66457, -2.31068, 0.36799], [-0.83925, 0.49144, 1.56673], [-3.37888, 1.71662, -1.85171], [-5.56973, 1.98908, -2.95072], [-7.56591, 0.86706, -2.02504], [-7.36462, -0.53022, 0.00276], [0.76549, 1.14990, -0.19770], [0.75671, -0.51503, -0.84205]]
}


(Q)
{
  "formula": "C15H20ClNO4S",
  "method": "ωB97M-V with the def2-TZVPD basis set",
  "e_lumo_ev": 0.7067,
  "e_homo_ha": -0.3313,
  "orbital_gap_ev": 9.7215,
  "smiles": "CCOC(=O)[C@H]1CCCN(S(=O)(=O)Cc2ccc(Cl)cc2)C1",
  "elements": ["C", "C", "O", "C", "O", "C", "C", "C", "C", "N", "S", "O", "O", "C", "C", "C", "C", "C", "Cl", "C", "C", "C", "H", "H", "H", "H", "H", "H", "H", "H", "H", "H", "H", "H", "H", "H", "H", "H", "H", "H", "H", "H"],
  "coordinates": [[1.69241, 1.16698, 3.00170], [1.91178, 1.94420, 1.71388], [0.64281, 2.38555, 1.22376], [0.30234, 2.10628, -0.03198], [1.03476, 1.61097, -0.84644], [-1.14924, 2.50580, -0.24709], [-1.53928, 2.60820, -1.72332], [-1.57817, 1.23135, -2.38364], [-2.45946, 0.28236, -1.57567], [-1.92412, 0.19948, -0.23553], [-2.36579, -1.14984, 0.64586], [-1.89846, -0.95354, 1.98616], [-3.75461, -1.46836, 0.45528], [-1.37517, -2.48263, -0.12928], [0.02738, -2.02152, -0.27627], [0.54008, -1.64929, -1.51370], [1.83709, -1.18702, -1.63588], [2.63287, -1.10073, -0.50636], [4.25430, -0.52726, -0.64381], [2.14306, -1.46989, 0.73695], [0.84204, -1.92261, 0.84675], [-2.02510, 1.46074, 0.46108], [1.01638, 0.33434, 2.82236], [1.25150, 1.81274, 3.75653], [2.64240, 0.79022, 3.36970], [2.38889, 1.32800, 0.94661], [2.52231, 2.83525, 1.89206], [-1.29698, 3.46713, 0.25347], [-2.52554, 3.07424, -1.78834], [-0.82419, 3.24434, -2.24673], [-1.96180, 1.31568, -3.40124], [-0.56596, 0.83061, -2.41506], [-3.49963, 0.64101, -1.55366], [-2.45741, -0.71782, -2.00752], [-1.85472, -2.72743, -1.07134], [-1.47582, -3.31314, 0.56569], [-0.07683, -1.72905, -2.39633], [2.22691, -0.88944, -2.59590], [2.77707, -1.40291, 1.60710], [0.44471, -2.19571, 1.81214], [-3.06812, 1.81316, 0.47757], [-1.69111, 1.29810, 1.48589]]
}


Most stable one: (Q), least stable one: (P).


(P)
{
  "formula": "BrFHOPS",
  "method": "ωB97M-V with the def2-TZVPD basis set",
  "e_lumo_ev": [-3.2380, -3.6230],
  "e_homo_ha": [-0.3809, -0.3722],
  "orbital_gap_ev": [7.1265, 6.5038],
  "elements": ["O", "F", "P", "S", "Br", "H"],
  "coordinates": [[-1.09988, -0.56856, 0.32617], [0.16720, -1.60439, -1.68940], [0.07056, -1.67980, -0.00728], [-0.71450, -3.44426, 0.52369], [3.32885, -0.40245, -0.10784], [-1.08799, 0.38791, 0.30719]]
}


(Q)
{
  "formula": "BrFHOPS",
  "method": "ωB97M-V with the def2-TZVPD basis set",
  "e_lumo_ev": [-2.2932, -2.3112],
  "e_homo_ha": [-0.3758, -0.3777],
  "orbital_gap_ev": [7.9321, 7.9670],
  "elements": ["O", "F", "P", "S", "Br", "H"],
  "coordinates": [[0.95996, 1.18689, -1.07928], [1.02252, -0.48782, 1.38608], [-0.24236, -0.36792, 0.42202], [-0.70203, -1.97726, -0.47138], [-1.56392, 0.81630, 1.68640], [0.52583, 0.82981, -1.94383]]
}


Most stable one: (P), least stable one: (Q).


(P)
{
  "formula": "C2H5F2N",
  "method": "ωB97M-V with the def2-TZVPD basis set",
  "e_lumo_ev": 0.8379,
  "e_homo_ha": -0.4180,
  "orbital_gap_ev": 12.2115,
  "smiles": "N=C(F)F.C",
  "elements": ["N", "C", "F", "F", "H", "C", "H", "H", "H", "H"],
  "coordinates": [[1.16009, 0.91708, -0.84538], [0.34394, 1.70404, -0.44613], [-0.95614, 1.62609, -0.60295], [0.61447, 2.76479, 0.33999], [2.11131, 1.10533, -0.71484], [-0.60173, -1.66590, 0.50267], [-0.41000, -0.70597, -0.23325], [-1.08338, -2.53189, -0.13859], [0.21478, -2.06780, 1.06870], [-1.39333, -1.14574, 1.06978]]
}


(Q)
{
  "formula": "C2H5F2N",
  "method": "ωB97M-V with the def2-TZVPD basis set",
  "e_lumo_ev": 0.3571,
  "e_homo_ha": -0.3625,
  "orbital_gap_ev": 10.2223,
  "elements": ["C", "C", "H", "H", "H", "H", "H", "N", "F", "F"],
  "coordinates": [[0.56446, 0.39850, 0.00730], [-0.82615, 0.42015, -0.42371], [1.25628, -1.03322, 1.77402], [0.89375, -1.72690, -0.22710], [1.28951, 0.36440, -0.79719], [0.47111, 1.19940, 0.75522], [-1.50930, 0.36568, 0.53420], [0.51774, -1.00007, 0.52592], [-1.32594, 1.59466, -1.01421], [-1.33146, -0.58259, -1.13444]]
}


Most stable one: (P), least stable one: (Q).


(P)
{
  "formula": "C2H6FNS",
  "method": "ωB97M-V with the def2-TZVPD basis set",
  "e_lumo_ev": 0.5887,
  "e_homo_ha": -0.3345,
  "orbital_gap_ev": 9.6915,
  "elements": ["C", "C", "N", "F", "S", "H", "H", "H", "H", "H", "H"],
  "coordinates": [[0.40380, -0.01417, -0.18828], [-0.89152, -0.27006, 0.52752], [1.38405, 1.27906, 1.03268], [1.77584, 0.41492, 2.10481], [-1.72105, -1.54620, -0.56329], [0.49870, 0.65527, -0.88286], [1.11986, -0.83309, -0.16416], [-0.72027, -0.79773, 1.48778], [-1.51661, 0.59104, 0.79844], [2.26075, 1.43684, 0.54586], [-1.91089, -0.75160, -1.51002]]
}


(Q)
{
  "formula": "C2H6FNS",
  "method": "ωB97M-V with the def2-TZVPD basis set",
  "e_lumo_ev": -2.1042,
  "e_homo_ha": -0.3241,
  "orbital_gap_ev": 6.7139,
  "elements": ["C", "C", "N", "F", "S", "H", "H", "H", "H", "H", "H"],
  "coordinates": [[-0.11947, 1.08089, 0.43562], [0.09671, -1.26352, -0.17225], [-0.46662, -0.25853, 0.67796], [-3.03364, 1.04537, -0.33755], [-3.10706, -0.47886, 0.35523], [0.92263, 1.21328, 0.15899], [-0.62579, 1.75666, -0.37058], [-0.12560, 1.70174, 1.48185], [-0.47090, -2.16878, -0.41243], [0.46842, -0.76468, -1.20539], [0.97700, -1.52462, 0.32925]]
}


(R)
{
  "formula": "C2H6FNS",
  "method": "ωB97M-V with the def2-TZVPD basis set",
  "e_lumo_ev": 0.9470,
  "e_homo_ha": -0.3196,
  "orbital_gap_ev": 9.6428,
  "smiles": "C=CS.NF",
  "elements": ["C", "C", "S", "H", "H", "H", "H", "N", "F", "H", "H"],
  "coordinates": [[0.54730, -1.14256, -1.00324], [1.01662, -0.91279, 0.21358], [1.11045, 0.56417, 1.14862], [0.35429, -0.44359, -1.77445], [0.43468, -2.10762, -1.41606], [1.12832, -1.72368, 0.92256], [2.09351, -0.00257, 1.80429], [-1.34823, 1.54999, 0.23926], [-2.35491, 0.61277, 0.48480], [-1.96352, 2.38066, 0.06274], [-1.01851, 1.22523, -0.68210]]
}


Most stable one: (R), least stable one: (Q).